DFT (ωB97M-V with the def2-TZVPD basis set) results for one molecule with the formula C5H10O2.

```
17
Properties=species:S:1:pos:R:3:nbo_charge:R:1
C -0.517 -1.620 1.303 -0.387
C -0.033 -1.533 0.070 -0.198
C 1.158 -0.683 -0.319 0.034
O 2.189 -0.660 0.651 -0.707
C 0.701 0.744 -0.681 -0.080
O -0.269 1.234 0.213 -0.549
C -1.402 1.780 -0.413 -0.241
H -0.080 -1.070 2.136 0.181
H -1.386 -2.224 1.542 0.206
H -0.525 -2.077 -0.735 0.205
H 1.630 -1.104 -1.218 0.183
H 1.792 -0.687 1.529 0.468
H 0.312 0.731 -1.709 0.168
H 1.589 1.387 -0.648 0.194
H -1.784 1.119 -1.205 0.163
H -1.190 2.765 -0.857 0.166
H -2.186 1.898 0.341 0.193
```

Orbital gap = 10.6508 eV
HOMO energy = -9.6 eV
LUMO = 0.037 hartree
Relative energy (zero: lowest compared OMol25 entry of this formula, charge and spin) = 251.04 kJ/mol
SMILES = C=C[C@H](O)COC
DFT total energy = -346.92982 a.u.